The following is a DFT calculation (the ωB97M-V functional and the def2-TZVPD basis) of a 12-piece molecular cluster, H23O12 overall.

CARTESIAN COORDINATES (ANGSTROEM)
O -1.17 1.58 1.84
H 0.71 -0.83 3.26
H 0.36 0.93 -0.58
O -4.48 -1.79 -0.36
H -3.58 -1.34 -0.08
H -4.84 -1.36 -1.08
O 2.89 -1.62 -4.12
H 2.50 -0.71 -3.95
O 1.25 1.02 -0.92
H -0.47 1.88 -3.16
H 1.51 1.51 -1.62
O 0.46 -1.54 3.76
H -1.52 -0.61 -0.90
H 2.31 3.14 2.74
O -1.98 -0.97 -0.04
H -1.81 -0.26 0.65
H 2.78 -2.18 -3.36
O 0.37 2.10 -3.71
H 0.95 2.57 -3.14
H 1.56 1.24 4.22
O -0.56 -3.98 -1.83
H -1.32 -3.44 -1.74
H -0.41 -4.26 -0.81
O -1.48 1.44 -0.78
H -1.76 2.28 -1.23
H -1.40 1.45 0.69
O 1.34 2.00 3.68
H -1.64 2.31 2.15
H 1.09 -1.31 -0.11
O 0.74 -2.08 0.33
H 0.63 1.65 3.07
H 0.23 -1.69 4.64
O 2.77 3.63 2.00
H -0.24 -2.22 0.19
H 3.09 3.02 1.52

E_LUMO ... 0.1028 Eh
HOMO-LUMO gap ... 9.1 eV
Total charge ... -1
E ... -24942.8898 eV
Energy above the lowest of the compared OMol25 structures with the same formula, charge and spin ... 493.9 kJ/mol